2 unconnected molecules or ions with the total composition C8H14NO2 in a non-equilibrium geometry. Source: the Open Molecules 2025 dataset; level of theory: ωB97M-V/def2-TZVPD.

Summary:
**Frontier orbital gap**: 0.3010 Eh
**Charge**: +1
**LUMO level**: -4.14 eV
**Strongest force on any atom**: 6.28 eV/A
**Relative energy (zero: lowest compared OMol25 entry of this formula, charge and spin)**: 570.5 kJ/mol

Atoms and positions in Å:
H: -0.886 3.198 -1.873
C: -1.644 0.214 1.134
C: 2.014 -0.215 0.149
C: 2.971 -0.479 -2.043
C: -2.383 -0.111 2.271
H: -1.746 -0.390 0.209
H: 3.980 -0.798 -2.311
H: -3.471 -0.091 2.001
C: -0.614 1.086 1.043
H: -2.208 -1.157 2.600
H: 2.514 -0.836 -3.095
H: -1.979 1.705 -1.278
C: 0.282 1.135 -0.147
H: -1.188 1.772 -2.927
C: -1.142 2.089 -1.828
H: 4.124 -1.075 1.275
H: 1.769 -1.849 -0.995
N: 2.331 -1.040 -0.908
O: 0.091 1.451 -1.345
H: 3.057 0.556 -1.879
C: 2.603 0.172 1.197
O: 3.793 -0.272 1.617
H: 2.220 0.910 1.961
H: -0.463 1.795 1.843
H: -2.073 0.480 3.106